Entry from the OMol25 dataset: a single C4H8O2 molecule in a non-equilibrium geometry (ωB97M-V/def2-TZVPD).

Computed properties:
- HOMO-LUMO gap: 11.68 eV
- Energy above the lowest of the compared OMol25 structures with the same formula, charge and spin: 76.14 kJ/mol
- SMILES: CC(C)OC=O

Structure (ORCA input):
```
! wB97M-V def2-TZVPD RIJCOSX def2/J DEFGRID3
* xyz 0 1
O -1.8852 -0.7466 -0.3394
O -0.3680 0.8401 0.2476
C 0.9238 -1.2449 0.6673
C 0.6649 -0.0514 -0.2260
C 1.8286 0.8812 -0.4329
C -1.6267 0.3618 0.0700
H 1.6676 -1.9383 0.1818
H 0.2884 -0.3575 -1.2001
H -0.0903 -1.7479 0.6509
H 1.2317 -0.9874 1.6779
H -2.3079 1.1189 0.5186
H 2.6431 0.3484 -0.9375
H 1.6049 1.7811 -1.1071
H 2.2443 1.3555 0.4798
*
```